Record 1
Density functional theory data (ωB97M-V/def2-TZVPD) for a single C5H8O molecule.

Structure (XYZ):
```
14
Properties=species:S:1:pos:R:3:nbo_charge:R:1
C 1.8088 -0.3689 -0.4682 -0.626
C 0.3619 -0.2895 -0.1020 0.212
C -0.2447 1.0824 0.1620 -0.414
C -1.5993 0.4068 0.4554 -0.426
C -0.8393 -0.9349 0.4844 0.054
O -0.5087 -1.1090 -0.8897 -0.503
H 2.4325 0.2172 0.2126 0.217
H 1.8304 0.1406 -1.4421 0.222
H 2.2146 -1.3704 -0.6118 0.228
H 0.1979 1.4323 1.1038 0.205
H -0.1429 1.8562 -0.6040 0.200
H -2.1486 0.7643 1.3259 0.209
H -2.2383 0.4056 -0.4316 0.221
H -1.0182 -1.8047 1.1132 0.203
```

ΔE to the lowest compared entry with this formula, charge and spin ... 55.2 kcal/mol
HOMO energy ... -9.4 eV
LUMO level ... 1.135 eV
Frontier orbital gap ... 10.6 eV

Record 2
Density functional theory data (ωB97M-V/def2-TZVPD) for a single C8H15NO molecule.

Structure (XYZ):
```
25
Properties=species:S:1:pos:R:3:nbo_charge:R:1
C -1.6755 1.4754 -0.6741 -0.422
N -0.4504 0.6984 -0.4487 -0.460
C -0.4880 -0.6571 -0.9298 -0.032
C -1.3913 -1.4870 0.1887 -0.442
C -1.3755 -0.5003 1.4160 -0.399
C -0.1102 0.2750 0.9885 -0.091
C 1.2389 1.0083 0.9875 -0.382
C 1.9105 0.3586 -0.2426 0.100
O 3.1381 -0.1954 0.2691 -0.718
C 1.0786 -0.7949 -0.9348 -0.455
H -2.6723 1.0841 -0.4977 0.170
H -1.6505 1.8167 -1.7010 0.202
H -1.5500 2.2892 -0.0309 0.202
H -0.9571 -0.6944 -1.9157 0.190
H -2.3578 -1.5344 -0.3080 0.214
H -0.8661 -2.4972 0.3155 0.217
H -2.3084 0.1157 1.4056 0.203
H -1.1715 -0.9687 2.3529 0.224
H 0.3948 -0.6397 0.9495 0.192
H 1.9110 0.8731 1.8628 0.223
H 1.1119 2.1285 0.8217 0.207
H 1.9646 1.0917 -1.0316 0.175
H 3.4617 -0.8430 -0.5172 0.464
H 1.3289 -0.7643 -1.9772 0.217
H 1.4856 -1.6382 -0.3486 0.201
```

ΔE to the lowest compared entry with this formula, charge and spin ... 127.5 kcal/mol
HOMO energy ... -8.6 eV
LUMO level ... 0.918 eV
Frontier orbital gap ... 9.5 eV

Record 3
Density functional theory data (ωB97M-V/def2-TZVPD) for a molecular structure, C30H39CoN5O.

Structure (XYZ):
```
76
Properties=species:S:1:pos:R:3:mulliken_spin:R:1
Co -0.0885 -0.4688 0.5894 -0.849
N -2.4837 1.6379 2.8501 0.048
N -1.8339 0.3502 -0.6373 0.128
C 1.2179 -1.8766 0.3003 -0.070
C 0.0336 -2.3502 0.9714 -0.234
C -0.1438 -1.5548 2.1613 -0.067
C -1.1836 -1.7122 3.2244 0.048
H -1.9375 -2.4430 2.9129 0.022
H -1.6817 -0.7451 3.3994 -0.019
H -0.7320 -2.0436 4.1698 0.008
C 0.9618 -0.6468 2.2523 -0.058
C 1.3823 0.0404 3.4995 -0.082
H 1.9832 -0.6304 4.1379 0.008
H 0.5044 0.3455 4.0766 -0.029
H 1.9790 0.9271 3.2650 -0.063
C 1.7421 -0.7610 1.0471 0.173
C 2.9878 0.0085 0.7646 0.058
H 2.8511 1.0456 1.0996 -0.058
H 3.2057 0.0131 -0.3092 0.001
H 3.8515 -0.4178 1.2955 0.030
C -0.8013 -3.5203 0.5760 -0.051
H -0.4749 -4.4423 1.0802 0.002
H -0.7383 -3.6825 -0.5070 0.079
H -1.8508 -3.3397 0.8416 -0.001
C 1.8809 -2.5215 -0.8668 0.332
H 2.5163 -1.7965 -1.3893 0.070
H 1.1310 -2.8908 -1.5777 0.114
H 2.5111 -3.3713 -0.5561 -0.090
C -2.9856 2.7517 3.3792 -0.172
H -3.2755 2.6794 4.4291 0.003
C -3.1111 3.9488 2.6657 -0.206
H -3.5192 4.8138 3.1843 -0.251
C -2.6876 3.9961 1.3385 -0.107
H -2.7503 4.9172 0.7571 0.060
C -2.1771 2.8287 0.7686 0.394
H -1.8358 2.7902 -0.2654 0.184
C -2.1333 1.6616 1.5577 -0.033
C -1.7914 0.3225 1.0823 0.286
H -2.5282 -0.4407 1.3931 0.051
C -0.6636 -0.0805 -1.1394 0.678
C -2.8419 0.2422 -1.5411 0.111
H -3.8464 0.5365 -1.2941 -0.006
C -2.2938 -0.2234 -2.6895 -0.022
H -2.7403 -0.4051 -3.6492 0.023
N -0.9417 -0.4353 -2.4208 -0.885
C -0.0049 -1.0184 -3.3142 3.527
C -0.3013 -2.2545 -3.9023 -3.072
C 0.6690 -2.8301 -4.7277 3.422
H 0.4538 -3.7935 -5.1963 1.480
C 1.8985 -2.2059 -4.9469 -6.506
C 2.9121 -2.8372 -5.8515 1.007
H 3.9280 -2.5953 -5.5228 -0.066
H 2.8032 -2.4811 -6.8848 -0.301
H 2.7919 -3.9254 -5.8618 -0.242
C 2.1650 -0.9759 -4.3358 2.261
H 3.1183 -0.4730 -4.5136 0.999
C 1.2250 -0.3708 -3.4976 -1.638
C 1.5065 0.9394 -2.8383 0.283
H 0.7213 1.6835 -3.0270 -0.002
H 2.4474 1.3363 -3.2398 0.121
H 1.6229 0.8395 -1.7477 -0.034
C -1.5776 -2.9805 -3.6152 0.589
H -2.4447 -2.5047 -4.0919 -0.011
H -1.7855 -3.0825 -2.5390 0.043
H -1.4929 -3.9945 -4.0247 -0.139
C -0.0384 2.8744 4.8061 1.071
N 0.3524 3.8811 3.8480 -2.451
C 0.6805 3.6158 2.5517 8.109
N 1.0609 4.7289 1.8402 -0.499
O 0.6780 2.4863 2.0268 -3.618
H -0.5544 2.0481 4.3064 0.186
H -0.7289 3.3173 5.5342 -0.421
H 0.8322 2.4751 5.3478 -0.079
H 0.5468 4.8194 4.1812 -0.210
H 1.1073 4.5876 0.8431 -0.132
H 0.7408 5.6329 2.1655 -0.237
```

Charge ... -2
Spin multiplicity ... 4
HOMO energy (spin up / spin down) ... 2.4 / -3.0 eV
LUMO level (spin up / spin down) ... 4.475 / 4.424 eV
Frontier orbital gap (spin up / spin down) ... 2.1 / 7.4 eV

Number 1: E_tot -7359.861 eV. Number 2: E_tot -12072.005 eV. Number 3: E_tot -78863.024 eV.